Entry A
# C3H3ClS2

The molecule C3H3ClS2 (ωB97M-V/def2-TZVPD, OMol25).

Each line ends with the natural charge from an NBO analysis.
Atoms and positions in Å:
1 C -0.0754 0.2621 -0.4160  -0.36
2 C 1.3306 0.0922 0.2748  -0.27
3 C -1.1420 -0.5142 0.2482  -0.23
4 H 0.1044 -0.0724 -1.4328  0.25
5 H 1.4202 0.4298 1.2761  0.20
6 H -0.9254 -0.6419 1.3011  0.19
7 S 2.5858 -0.5795 -0.4840  0.14
8 S -2.6390 -0.9320 -0.4237  0.09
9 Cl -0.6592 1.9559 -0.3438  0.00

Properties
SMILES = S=CC(Cl)C=S
Kohn-Sham gap = 7.841 eV
multiplicity = 1

=====

Entry B
# C3H3ClS2

The molecule C3H3ClS2 (ωB97M-V/def2-TZVPD, OMol25).

Each line ends with the natural charge from an NBO analysis.
Atoms and positions in Å:
1 C -1.0409 0.4105 -0.5744  -0.12
2 C -1.3344 -0.6894 0.0168  -0.47
3 C 1.3569 0.6224 0.1032  -0.47
4 S -0.2152 -1.6617 1.0261  0.13
5 S 1.1118 -0.2032 1.5970  0.21
6 Cl 2.1988 -0.1276 -1.2009  0.02
7 H -1.3657 1.2186 -1.1775  0.22
8 H -2.2631 -1.2452 0.0047  0.26
9 H 1.5519 1.6756 0.2050  0.23

Properties
Kohn-Sham gap (alpha / beta) = 7.935 / 7.906 eV
multiplicity = 1

=====

The structure shown above that is least stable: entry B.